1.
Computed, not measured: a cluster of 22 separate species, C46H144N36O22 in total in a non-equilibrium geometry, with ωB97M-V with the def2-TZVPD basis set.

Gap between HOMO and LUMO = 8.933 eV

Each line ends with the Löwdin charge.
Cartesian coordinates (Å):
C: 15.65 16.20 25.90  -0.075
C: 16.49 15.64 27.06  -0.430
C: 18.01 15.65 26.66  -0.200
O: 18.84 15.44 27.79  -0.186
C: 20.17 15.46 27.39  -0.144
N: 16.17 16.42 28.22  0.031
H: 15.79 15.53 25.04  0.049
H: 15.94 17.21 25.57  0.073
H: 14.59 16.17 26.22  0.086
H: 16.25 14.62 27.32  0.134
H: 18.24 16.66 26.28  0.098
H: 18.20 15.00 25.76  0.136
H: 20.39 16.41 26.85  0.091
H: 20.51 14.59 26.82  0.092
H: 20.63 15.49 28.37  0.085
H: 16.58 17.34 28.07  0.075
H: 16.56 16.12 29.10  0.074
C: 12.96 20.51 17.89  -0.032
C: 13.13 21.94 17.46  -0.493
C: 12.16 22.33 16.29  -0.137
O: 12.55 21.44 15.20  -0.212
C: 11.79 21.53 14.00  -0.107
N: 13.15 22.80 18.57  0.038
H: 12.17 20.65 18.65  0.081
H: 13.80 20.09 18.41  0.050
H: 12.54 19.90 17.10  0.062
H: 14.12 22.04 17.03  0.118
H: 12.33 23.37 15.96  0.120
H: 11.10 22.24 16.54  0.121
H: 11.95 22.46 13.46  0.085
H: 10.73 21.29 14.08  0.089
H: 12.25 20.75 13.41  0.066
H: 12.27 22.75 19.07  0.067
H: 13.28 23.76 18.27  0.085
C: 16.56 10.21 13.04  -0.031
C: 17.85 10.68 13.79  -0.443
C: 17.72 11.93 14.61  -0.227
O: 17.24 13.00 13.85  -0.222
C: 17.67 14.34 14.24  -0.046
N: 18.30 9.62 14.67  0.028
H: 16.69 9.20 12.64  0.075
H: 16.42 10.90 12.19  0.049
H: 15.69 10.25 13.71  0.062
H: 18.56 10.92 12.99  0.143
H: 18.77 12.14 14.91  0.128
H: 17.08 11.83 15.53  0.131
H: 16.96 15.10 13.89  0.077
H: 18.65 14.52 13.81  0.095
H: 17.78 14.43 15.32  0.055
H: 18.42 8.77 14.15  0.066
H: 19.22 9.82 15.07  0.072
C: 18.10 19.33 19.41  -0.046
C: 17.93 20.66 18.58  -0.421
C: 18.74 20.73 17.32  -0.177
O: 20.16 20.72 17.63  -0.225
C: 20.74 21.94 18.00  -0.113
N: 16.52 20.63 18.17  0.049
H: 17.39 19.24 20.24  0.068
H: 19.14 19.24 19.75  0.060
H: 17.92 18.49 18.72  0.078
H: 18.23 21.45 19.27  0.126
H: 18.43 21.60 16.71  0.135
H: 18.53 19.82 16.77  0.121
H: 21.81 21.68 18.02  0.093
H: 20.50 22.28 19.02  0.087
H: 20.65 22.74 17.28  0.085
H: 15.81 20.46 18.87  0.054
H: 16.26 21.51 17.77  0.055
C: 15.59 19.47 12.50  -0.034
C: 15.33 17.90 12.45  -0.403
C: 14.36 17.54 13.55  -0.268
O: 13.20 18.26 13.42  -0.224
C: 12.34 18.23 14.55  -0.080
N: 14.91 17.52 11.10  0.051
H: 15.90 19.69 13.54  0.077
H: 14.64 19.91 12.21  0.063
H: 16.43 19.71 11.85  0.069
H: 16.22 17.32 12.65  0.122
H: 14.88 17.67 14.52  0.136
H: 14.19 16.46 13.39  0.117
H: 11.44 18.82 14.33  0.081
H: 12.85 18.63 15.43  0.075
H: 12.11 17.15 14.73  0.098
H: 13.96 17.74 10.85  0.054
H: 15.01 16.51 10.99  0.058
C: 15.75 10.94 22.14  -0.054
C: 16.58 11.88 23.03  -0.401
C: 17.97 12.17 22.38  -0.144
O: 18.55 10.96 21.77  -0.200
C: 19.81 11.16 21.28  -0.155
N: 15.88 13.13 23.38  0.059
H: 14.79 10.77 22.64  0.054
H: 16.28 10.00 21.99  0.077
H: 15.56 11.42 21.17  0.067
H: 16.77 11.36 23.96  0.130
H: 18.73 12.53 23.10  0.124
H: 17.84 12.91 21.57  0.093
H: 20.14 10.23 20.80  0.092
H: 20.59 11.44 22.01  0.093
H: 19.82 11.93 20.49  0.068
H: 15.59 13.49 22.46  0.036
H: 15.05 12.93 23.92  0.031
C: 20.67 16.83 20.52  -0.058
C: 19.51 15.90 20.55  -0.471
C: 19.72 14.74 19.65  -0.217
O: 19.68 15.17 18.29  -0.212
C: 19.97 14.10 17.42  -0.103
N: 19.35 15.33 21.89  0.083
H: 20.85 17.33 19.58  0.052
H: 21.60 16.29 20.78  0.103
H: 20.49 17.59 21.31  0.075
H: 18.64 16.49 20.22  0.132
H: 18.98 13.97 19.92  0.102
H: 20.73 14.35 19.88  0.140
H: 20.96 13.65 17.61  0.103
H: 19.91 14.44 16.38  0.081
H: 19.21 13.32 17.54  0.078
H: 19.20 16.06 22.58  0.044
H: 18.55 14.70 21.92  0.039
C: 16.22 13.83 18.06  -0.056
C: 15.35 14.82 18.78  -0.380
C: 14.14 15.22 18.00  -0.154
O: 13.44 16.25 18.75  -0.234
C: 12.19 16.60 18.26  -0.123
N: 14.98 14.24 20.16  0.070
H: 16.98 13.36 18.67  0.069
H: 16.73 14.32 17.22  0.064
H: 15.66 13.11 17.46  0.078
H: 15.95 15.68 19.06  0.128
H: 13.33 14.51 17.83  0.133
H: 14.34 15.69 17.03  0.134
H: 11.45 15.78 18.20  0.072
H: 12.20 17.07 17.28  0.069
H: 11.79 17.38 18.93  0.078
H: 14.28 14.81 20.61  0.045
H: 14.45 13.38 19.99  0.064
C: 14.94 13.08 10.93  -0.621
O: 15.81 12.32 10.51  0.005
N: 13.76 13.14 10.06  0.122
N: 14.95 13.65 12.14  0.187
H: 14.02 13.40 9.12  0.075
H: 13.00 13.74 10.39  0.036
H: 14.14 14.13 12.51  0.068
H: 15.57 13.13 12.75  0.077
C: 13.39 9.66 16.74  -0.717
O: 13.07 10.79 17.06  0.001
N: 12.57 8.61 17.11  0.163
N: 14.50 9.45 16.10  0.191
H: 11.67 9.01 17.31  0.092
H: 12.62 7.65 16.80  0.103
H: 14.96 8.57 16.04  0.106
H: 15.19 10.17 16.22  0.103
C: 8.79 13.93 19.73  -0.638
O: 7.73 14.43 19.22  -0.052
N: 8.94 12.55 19.55  0.127
N: 9.75 14.64 20.32  0.202
H: 8.02 12.15 19.45  0.095
H: 9.59 11.98 20.10  0.082
H: 10.59 14.23 20.71  0.087
H: 9.61 15.63 20.42  0.077
C: 8.71 17.95 16.54  -0.698
O: 8.44 19.12 16.65  -0.003
N: 8.95 17.21 17.66  0.204
N: 8.70 17.44 15.33  0.186
H: 8.45 17.67 18.41  0.091
H: 8.94 16.20 17.77  0.073
H: 9.20 16.58 15.13  0.063
H: 8.77 18.25 14.72  0.108
C: 10.25 16.96 22.82  -0.690
O: 10.61 16.40 23.88  -0.043
N: 9.02 17.44 22.75  0.195
N: 11.02 17.04 21.75  0.187
H: 8.49 17.32 23.59  0.113
H: 8.61 18.04 22.07  0.077
H: 12.01 16.84 21.88  0.078
H: 10.78 17.73 21.04  0.073
C: 18.53 18.80 23.77  -0.675
O: 18.09 17.64 23.83  -0.033
N: 19.82 19.05 23.95  0.189
N: 17.68 19.82 23.60  0.186
H: 20.25 18.15 24.07  0.110
H: 20.36 19.83 23.67  0.102
H: 16.69 19.58 23.58  0.068
H: 17.90 20.80 23.77  0.116
C: 12.44 13.62 24.13  -0.686
O: 13.01 12.57 24.37  -0.018
N: 11.14 13.67 24.35  0.195
N: 13.03 14.73 23.59  0.189
H: 10.83 12.75 24.65  0.120
H: 10.46 14.42 24.31  0.084
H: 12.50 15.59 23.70  0.062
H: 13.96 14.87 23.99  0.063
C: 11.12 15.45 11.65  -0.665
O: 12.03 14.78 12.12  -0.024
N: 11.22 16.81 11.68  0.194
N: 10.10 14.81 11.06  0.184
H: 11.88 17.10 12.39  0.062
H: 10.47 17.41 11.37  0.110
H: 10.04 13.84 11.32  0.112
H: 9.30 15.31 10.75  0.098
C: 21.81 17.50 16.30  -0.675
O: 22.20 16.53 15.73  0.052
N: 22.49 18.73 16.14  0.151
N: 20.66 17.48 17.06  0.165
H: 22.03 19.58 16.43  0.061
H: 23.13 18.64 15.37  0.089
H: 20.62 18.34 17.58  0.053
H: 20.58 16.62 17.61  0.060
C: 12.00 20.43 24.03  -0.667
O: 10.85 20.82 24.10  0.008
N: 12.85 20.81 23.00  0.140
N: 12.48 19.48 24.92  0.168
H: 13.84 20.50 23.11  0.076
H: 12.58 21.65 22.52  0.091
H: 13.28 18.90 24.78  0.066
H: 11.68 19.04 25.34  0.091
C: 15.00 17.83 22.22  -0.655
O: 14.96 18.74 23.09  -0.081
N: 13.99 17.88 21.34  0.194
N: 15.88 16.89 22.42  0.226
H: 14.10 17.54 20.39  0.085
H: 13.53 18.77 21.40  0.090
H: 16.56 17.07 23.17  0.067
H: 16.09 16.16 21.78  0.084
C: 12.17 11.12 21.21  -0.663
O: 11.63 12.22 21.00  -0.046
N: 12.18 10.70 22.51  0.164
N: 12.58 10.45 20.12  0.174
H: 12.74 9.89 22.72  0.086
H: 12.36 11.45 23.21  0.053
H: 12.47 10.99 19.25  0.088
H: 13.34 9.79 20.09  0.096
C: 9.28 20.12 19.99  -0.696
O: 9.26 18.89 20.16  -0.036
N: 9.02 20.55 18.77  0.178
N: 9.82 20.96 20.86  0.189
H: 8.74 19.85 18.09  0.035
H: 8.80 21.50 18.49  0.111
H: 9.85 20.74 21.86  0.099
H: 9.92 21.92 20.60  0.095
C: 10.64 13.85 15.82  -0.698
O: 10.12 14.95 15.75  0.001
N: 11.53 13.46 14.84  0.168
N: 10.27 12.96 16.70  0.205
H: 11.84 12.52 14.66  0.091
H: 11.40 14.05 14.01  0.061
H: 10.75 12.06 16.74  0.098
H: 9.76 13.22 17.53  0.071

2.
Computed, not measured: a structure of composition C46H26Cl3F4IrN8OPS2 in a non-equilibrium geometry, with ωB97M-V with the def2-TZVPD basis set.

Gap between HOMO and LUMO (spin up / spin down) = 7.339 / 6.144 eV
Total charge = +1
Multiplicity = 5
<S²> = 6.11

Each line ends with the Löwdin charge.
Cartesian coordinates (Å):
Ir: 0.18 -0.69 -0.48  0.787
S: -2.18 1.69 0.87  0.834
C: -1.24 3.08 0.28  -0.673
C: -1.26 4.51 0.83  -0.078
C: 0.32 5.26 -1.16  0.038
C: -2.08 6.07 -1.13  -0.404
N: -1.78 6.97 -1.93  0.341
C: 1.59 5.02 -0.98  -0.060
C: 0.89 4.16 -2.01  -0.029
C: 0.07 2.93 -1.52  -0.203
S: -1.37 0.49 -1.88  0.627
C: 2.81 5.22 -0.34  -0.144
N: 3.82 5.32 0.20  0.211
H: -2.25 4.79 1.19  0.161
H: 1.06 4.27 -3.07  0.147
C: 2.70 1.39 -2.01  -0.043
C: 3.42 0.04 -1.81  -0.200
C: 2.79 -0.82 -2.92  -0.120
C: 3.31 -0.51 -0.36  -0.209
C: 4.37 -1.57 -0.08  -0.054
O: 3.78 -2.39 0.94  0.028
C: 2.48 -2.12 0.98  -0.301
N: 2.09 -1.18 0.20  -0.018
C: 1.72 -2.87 2.00  -0.122
C: 2.50 -3.54 2.94  0.008
C: 1.93 -4.34 3.92  -0.034
C: 0.56 -4.50 3.95  -0.030
C: -0.23 -3.83 3.04  -0.086
C: 0.32 -2.98 2.08  -0.285
P: -0.86 -2.26 0.88  0.954
C: -1.37 -3.86 0.13  -0.340
C: -0.36 -4.79 -0.14  -0.105
C: -0.67 -6.02 -0.69  -0.063
C: -1.99 -6.34 -0.99  -0.066
C: -2.99 -5.42 -0.72  -0.062
C: -2.69 -4.19 -0.16  -0.071
C: -2.32 -1.69 1.80  -0.380
C: -2.39 -1.57 3.19  -0.082
C: -3.57 -1.16 3.78  -0.056
C: -4.68 -0.84 3.01  -0.057
C: -4.59 -0.90 1.62  -0.074
C: -3.41 -1.31 1.02  -0.189
H: 3.07 1.89 -2.91  0.150
H: 2.80 2.07 -1.16  0.110
H: 1.11 0.40 -1.23  -0.016
H: 4.49 0.17 -1.97  0.155
H: 0.82 -0.59 -3.70  0.026
H: 2.56 -1.83 -2.56  0.097
H: 3.44 -0.91 -3.78  0.130
H: 3.49 0.35 0.30  0.145
H: 5.30 -1.16 0.30  0.146
H: 4.58 -2.20 -0.96  0.142
H: 3.58 -3.44 2.90  0.125
H: 2.57 -4.84 4.64  0.119
H: 0.10 -5.16 4.69  0.120
H: -1.30 -3.99 3.04  0.117
H: 0.67 -4.56 0.10  0.104
H: 0.12 -6.73 -0.89  0.112
H: -2.23 -7.30 -1.42  0.112
H: -4.02 -5.67 -0.94  0.113
H: -3.49 -3.50 0.07  0.090
H: -1.53 -1.77 3.80  0.104
H: -3.63 -1.08 4.86  0.114
H: -5.60 -0.53 3.48  0.114
H: -5.43 -0.60 1.01  0.118
H: -3.33 -1.30 -0.06  0.095
Cl: -2.81 -2.48 -3.97  0.647
C: -1.11 -2.81 -4.33  -1.573
Cl: -0.51 -1.62 -5.51  0.678
Cl: -0.90 -4.45 -4.97  0.655
C: -0.32 -2.64 -3.13  -0.357
N: 0.27 -2.38 -2.18  0.141
F: 2.32 2.39 1.00  0.101
C: 1.09 2.92 0.99  -0.166
C: 0.81 3.83 2.01  -0.124
F: 1.67 3.93 3.00  0.156
C: -0.21 4.80 1.86  -0.043
C: -1.06 5.04 -0.67  -0.113
C: -1.33 3.57 -1.17  -0.318
F: -2.38 3.40 -1.99  0.117
C: 0.18 2.64 0.00  -0.089
C: 0.02 1.69 -2.44  -0.547
C: 1.30 0.85 -2.27  -0.410
N: 1.58 -0.08 -3.29  0.011
C: -0.22 2.06 -3.82  -0.233
N: -0.43 2.31 -4.92  0.225
F: -3.29 5.84 -0.62  0.120
C: -0.23 6.01 2.52  -0.132
C: -1.25 6.95 2.21  -0.161
N: -2.07 7.71 1.93  0.226
C: 0.75 6.44 3.46  -0.162
N: 1.54 6.84 4.19  0.213